[1]
The following is a DFT calculation (ωB97M-V with the def2-TZVPD basis set) of a 2-piece molecular cluster, C4H13N2 overall.

Last column: natural (NBO) charge in e.
Cartesian coordinates (Å):
N  -0.09  0.47  -0.51  -0.082
N  -2.16  -1.18  -0.03  -0.636
C  -1.19  1.01  0.31  -0.349
C  -2.52  0.21  -0.14  -0.165
C  3.03  0.18  -0.41  -0.568
C  2.63  -0.62  0.84  -0.606
H  1.57  -0.88  0.74  0.185
H  -3.35  0.42  0.56  0.242
H  2.96  -0.49  -1.27  0.210
H  -0.08  0.95  -1.34  0.339
H  -2.76  -1.86  -0.36  0.409
H  -1.40  2.10  0.27  0.282
H  2.80  -0.02  1.77  0.213
H  3.98  0.69  -0.39  0.233
H  3.22  -1.51  0.92  0.224
H  -2.88  0.44  -1.16  0.243
H  -1.02  0.75  1.38  0.274
H  -1.18  -1.22  -0.43  0.378
H  2.19  0.89  -0.55  0.172

Total charge: +1



[2]
The following is a DFT calculation (ωB97M-V with the def2-TZVPD basis set) of a 2-piece molecular cluster, C4H13N2O overall.

Last column: natural (NBO) charge in e.
Cartesian coordinates (Å):
O  0.14  -0.96  -0.98  -0.984
N  0.54  1.13  1.81  -0.656
N  -0.58  -2.91  -2.05  -0.926
C  -0.58  2.39  0.02  -0.611
C  1.19  -0.20  1.72  -0.449
C  -0.74  1.34  1.12  -0.231
C  0.01  -1.54  -2.20  0.137
H  -0.71  -2.96  -1.05  0.360
H  0.50  1.50  2.74  0.334
H  -1.04  0.39  0.68  0.238
H  -0.09  3.27  0.44  0.179
H  0.05  1.96  -0.76  0.236
H  0.79  -0.87  2.50  0.137
H  0.97  -0.60  0.71  0.304
H  2.25  -0.03  1.89  0.164
H  -1.53  2.69  -0.43  0.180
H  -0.68  -0.99  -2.87  0.069
H  -1.51  1.66  1.83  0.143
H  0.97  -1.62  -2.76  0.055
H  0.06  -3.65  -2.34  0.321

Total charge: -1



[3]
The following is a DFT calculation (ωB97M-V with the def2-TZVPD basis set) of a 2-piece molecular cluster, C4H13N2O overall.

Last column: natural (NBO) charge in e.
Cartesian coordinates (Å):
O  0.04  -1.65  -1.61  -0.764
N  2.00  -0.10  -0.16  -0.733
N  -1.29  -0.02  1.61  -0.855
C  -1.00  -0.88  -1.22  -0.094
C  -0.51  0.23  0.50  0.197
C  -0.60  1.71  0.03  -0.662
C  1.03  -0.17  0.94  -0.273
H  0.43  2.06  -0.17  0.191
H  -1.18  -0.09  -2.02  0.167
H  -1.05  2.35  0.86  0.238
H  -1.99  -1.33  -0.84  0.187
H  -1.48  -1.05  1.80  0.390
H  0.89  -1.21  1.14  0.228
H  1.66  -0.82  -0.91  0.497
H  2.32  0.90  -0.47  0.455
H  3.00  -0.39  0.11  0.444
H  -1.22  1.88  -0.91  0.244
H  -2.21  0.53  1.61  0.402
H  -0.14  -2.47  -1.98  0.505
H  1.30  0.54  1.69  0.237

Total charge: +1



[4]
The following is a DFT calculation (ωB97M-V with the def2-TZVPD basis set) of C4H13N2O as an isolated structure.

Last column: natural (NBO) charge in e.
Cartesian coordinates (Å):
O  2.77  0.23  -0.88  -1.000
N  2.20  -0.19  1.44  -0.734
N  -2.37  -0.16  -2.04  -0.704
C  -0.05  0.50  0.31  -0.580
C  0.81  -0.41  1.32  0.102
C  -1.61  0.39  0.38  0.347
C  -2.33  -0.47  -0.53  -0.425
H  -2.59  0.88  -2.35  0.409
H  0.55  1.41  0.23  0.315
H  0.14  0.04  -0.62  0.286
H  -1.56  -0.55  -2.53  0.392
H  2.61  0.11  0.31  0.440
H  -2.16  1.21  0.80  0.220
H  0.62  -1.47  1.12  0.235
H  2.48  0.44  2.25  0.410
H  3.51  0.83  -1.15  0.477
H  0.29  -0.17  2.33  -0.020
H  -3.43  -0.58  -0.32  0.257
H  -2.02  -1.54  -0.63  0.283
H  -0.27  -0.07  2.94  0.290

Total charge: +1



[5]
The following is a DFT calculation (ωB97M-V with the def2-TZVPD basis set) of a 2-piece molecular cluster, C4H13N2O overall.

Last column: natural (NBO) charge in e.
Cartesian coordinates (Å):
O  0.27  1.63  2.01  -0.955
N  -0.62  1.47  -2.38  -0.684
N  -1.07  -1.97  0.90  -0.836
C  -0.46  0.44  -1.37  -0.119
C  0.21  -1.20  1.27  -0.256
C  0.75  -0.04  -1.00  -0.061
C  1.11  -1.03  0.07  -0.467
H  -1.35  1.07  -3.09  0.457
H  -1.75  -1.16  0.65  0.334
H  -0.94  2.39  -2.19  0.441
H  -1.44  0.09  -1.00  0.224
H  2.13  -0.86  0.43  0.237
H  1.20  1.89  2.07  0.485
H  -0.18  2.04  2.77  0.493
H  0.27  1.67  -2.87  0.445
H  0.74  -1.80  1.95  0.203
H  -1.38  -2.39  1.82  0.377
H  0.02  -0.18  1.73  0.236
H  1.51  0.62  -1.43  0.196
H  1.19  -1.94  -0.39  0.252

Total charge: +1



[6]
The following is a DFT calculation (ωB97M-V with the def2-TZVPD basis set) of a 2-piece molecular cluster, C4H13N2O overall.

Last column: natural (NBO) charge in e.
Cartesian coordinates (Å):
O  -1.17  0.09  -0.48  -0.706
N  0.07  -2.05  0.44  -0.734
N  -0.41  2.15  0.14  -0.785
C  -1.28  1.33  -0.42  0.696
C  2.26  -1.21  -0.04  -0.674
C  1.47  -1.79  1.12  -0.231
C  -2.48  2.05  -0.93  -0.745
H  -0.54  3.13  0.30  0.412
H  0.56  2.02  0.33  0.403
H  0.02  -2.24  -0.63  0.453
H  -3.07  2.55  -0.07  0.258
H  1.83  -2.83  1.40  0.249
H  -0.34  -1.11  0.52  0.481
H  -3.20  1.47  -1.51  0.260
H  1.31  -0.92  1.80  0.250
H  1.85  -1.22  -1.09  0.238
H  -2.29  2.88  -1.74  0.256
H  2.45  0.00  0.13  0.215
H  -0.39  -2.87  0.89  0.441
H  3.32  -1.42  -0.16  0.264

Total charge: +1



[7]
The following is a DFT calculation (ωB97M-V with the def2-TZVPD basis set) of a 2-piece molecular cluster, C4H13N2O overall.

Last column: natural (NBO) charge in e.
Cartesian coordinates (Å):
O  0.36  -2.07  -2.48  -0.969
N  -0.57  -1.15  2.48  -0.877
N  -0.67  -0.79  -0.22  -0.721
C  0.87  1.20  -0.18  -0.446
C  -0.23  2.19  -0.63  -0.616
C  0.17  -0.08  1.88  0.019
C  0.28  0.02  0.56  0.090
H  1.51  1.75  0.51  0.248
H  0.09  -1.76  -3.35  0.503
H  -0.67  2.74  0.19  0.230
H  1.24  -2.45  -2.62  0.503
H  -1.10  1.78  -1.15  0.186
H  1.54  0.87  -0.98  0.230
H  -1.16  -1.48  0.37  0.457
H  -0.21  -1.40  -0.93  0.474
H  0.56  0.65  2.57  0.214
H  0.08  -1.92  2.61  0.397
H  -1.02  -0.87  3.33  0.401
H  -1.32  -0.12  -0.63  0.435
H  0.27  2.87  -1.32  0.244

Total charge: +1



[8]
The following is a DFT calculation (ωB97M-V with the def2-TZVPD basis set) of a 2-piece molecular cluster, C4H13N2O overall.

Last column: natural (NBO) charge in e.
Cartesian coordinates (Å):
O  -0.20  0.80  0.70  -0.688
N  1.69  -0.78  -0.24  -0.702
N  -2.09  -0.43  0.51  -0.794
C  1.11  -0.61  -2.63  -0.633
C  2.20  -0.42  -1.60  -0.218
C  -1.87  1.07  2.40  -0.719
C  -1.31  0.48  1.14  0.718
H  -2.53  0.37  2.91  0.236
H  1.47  -1.77  -0.18  0.422
H  0.84  -0.19  0.03  0.468
H  -3.03  -0.56  0.83  0.413
H  -1.08  1.34  3.08  0.255
H  0.20  -0.12  -2.29  0.214
H  -2.42  1.97  2.12  0.263
H  -1.91  -0.64  -0.46  0.403
H  2.53  0.62  -1.55  0.228
H  1.39  -0.15  -3.57  0.257
H  0.91  -1.67  -2.79  0.222
H  3.08  -1.02  -1.80  0.222
H  2.40  -0.59  0.47  0.433

Total charge: +1



[9]
The following is a DFT calculation (ωB97M-V with the def2-TZVPD basis set) of a 2-piece molecular cluster, C4H13N2O overall.

Last column: natural (NBO) charge in e.
Cartesian coordinates (Å):
O  -0.65  -2.04  -1.80  -0.893
N  -1.30  0.96  0.50  -0.812
N  0.10  -0.10  2.81  -0.830
C  0.26  0.86  -2.05  -0.732
C  0.31  -0.61  1.49  -0.178
C  0.80  0.32  -0.79  0.275
C  0.06  0.50  0.40  -0.207
H  -0.18  -2.78  -2.21  0.493
H  1.85  0.52  -0.56  0.247
H  -1.86  0.89  -0.34  0.390
H  -0.85  -0.20  3.16  0.384
H  0.06  -1.46  -1.52  0.424
H  0.63  -0.62  3.51  0.387
H  1.35  -0.95  1.48  0.209
H  -0.75  0.46  -2.13  0.271
H  0.15  1.94  -1.90  0.322
H  -1.28  1.93  0.80  0.397
H  -0.24  -1.52  1.20  0.224
H  0.71  1.28  0.87  0.355
H  0.84  0.63  -2.93  0.276

Total charge: +1



[10]
The following is a DFT calculation (ωB97M-V with the def2-TZVPD basis set) of a 2-piece molecular cluster, C4H13N2O overall.

Last column: natural (NBO) charge in e.
Cartesian coordinates (Å):
O  -1.87  1.30  1.31  -0.970
N  -0.08  -0.68  1.50  -0.740
N  -0.70  1.08  -1.42  -0.868
C  -0.66  -0.39  -1.47  -0.224
C  2.23  -0.22  0.94  -0.320
C  0.69  -0.90  -0.89  -0.476
C  0.97  -0.31  0.49  0.136
H  -2.06  2.18  1.64  0.510
H  -1.46  -0.81  -0.85  0.182
H  2.48  -0.09  1.99  0.217
H  3.01  -0.17  0.20  0.236
H  -0.78  0.09  1.34  0.487
H  0.79  -1.98  -0.98  0.243
H  0.30  -0.53  2.43  0.433
H  -0.26  -1.67  1.34  0.442
H  -0.77  -0.73  -2.49  0.211
H  1.48  -0.48  -1.51  0.238
H  -1.58  1.31  -1.87  0.375
H  -1.74  1.49  0.35  0.507
H  -0.02  1.48  -2.06  0.381

Total charge: +1



[11]
The following is a DFT calculation (ωB97M-V with the def2-TZVPD basis set) of a 2-piece molecular cluster, C4H13N2O overall.

Last column: natural (NBO) charge in e.
Cartesian coordinates (Å):
O  1.48  1.96  2.79  -0.968
N  0.65  0.84  -0.46  -0.765
N  -1.90  0.46  -0.50  -0.834
C  -0.32  -1.35  -1.14  -0.491
C  -1.77  -0.84  -1.19  -0.222
C  1.56  -1.13  0.59  -0.351
C  0.69  -0.66  -0.28  0.139
H  -2.65  0.98  -0.93  0.403
H  0.13  -1.33  -2.15  0.238
H  1.27  2.20  3.70  0.495
H  2.29  -0.54  1.12  0.230
H  1.33  1.09  -1.17  0.429
H  2.06  2.67  2.48  0.476
H  -0.44  0.97  -0.55  0.457
H  1.61  -2.19  0.80  0.234
H  -2.41  -1.61  -0.75  0.214
H  -2.08  -0.73  -2.23  0.221
H  -2.18  0.32  0.45  0.393
H  0.98  1.33  0.37  0.441
H  -0.32  -2.43  -0.96  0.261

Total charge: +1



[12]
The following is a DFT calculation (ωB97M-V with the def2-TZVPD basis set) of an isolated ion of composition C4H13N2O and charge +1.

Last column: natural (NBO) charge in e.
Cartesian coordinates (Å):
O  -2.54  1.53  0.14  -0.710
N  1.12  -1.99  -0.46  -0.704
N  -1.12  -0.51  -0.83  -0.897
C  1.84  -0.68  -0.12  -0.244
C  -0.33  0.58  -0.24  -0.104
C  -1.28  1.43  0.68  -0.072
C  0.84  0.20  0.64  -0.483
H  -1.98  -0.67  -0.16  0.407
H  -0.21  1.25  -1.15  0.228
H  -2.84  2.41  0.59  0.495
H  1.43  1.21  0.85  0.267
H  0.81  -0.16  1.71  0.255
H  -1.21  1.03  1.68  0.156
H  0.07  -1.85  -0.35  0.478
H  2.27  -0.19  -1.02  0.239
H  -0.91  2.49  0.75  0.175
H  -1.39  -0.32  -1.79  0.406
H  1.37  -2.21  -1.39  0.434
H  1.22  -2.77  0.09  0.425
H  2.85  -0.79  0.42  0.250

Total charge: +1
Structure (SMILES): N[C@@H](CO)CC[NH3+]



[13]
The following is a DFT calculation (ωB97M-V with the def2-TZVPD basis set) of a 3-piece molecular cluster, C4H13N2O overall.

Last column: natural (NBO) charge in e.
Cartesian coordinates (Å):
O  1.42  1.31  -0.35  -0.729
N  2.49  -0.03  1.32  -0.779
N  -2.17  0.52  -1.51  -0.659
C  -1.24  1.08  -0.50  -0.168
C  -0.12  -2.41  -0.19  -0.208
C  0.08  -1.05  -0.10  -0.111
C  -0.92  -0.04  0.53  -0.478
H  1.85  2.10  -0.52  0.479
H  3.25  -0.44  0.81  0.386
H  1.05  -0.55  -0.35  0.247
H  2.68  0.21  2.29  0.398
H  -0.52  0.47  1.45  0.268
H  -2.84  -0.12  -1.10  0.393
H  -0.22  1.33  -0.88  0.294
H  -1.87  -0.41  0.85  0.226
H  -1.05  -2.83  0.24  0.209
H  -1.65  1.97  -0.02  0.239
H  2.01  0.62  0.70  0.375
H  -2.64  1.35  -1.83  0.388
H  0.43  -3.07  -0.84  0.231

Total charge: +1



E, respectively: -269.2448 -344.9221 -344.6068 -344.3210 -344.6396 -344.6871 -344.7080 -344.7638 -344.5810 -344.6852 -344.7006 -344.6542 -344.4164 hartree.
Highest occupied orbital energy, respectively: -14.900 -2.756 -12.036 -12.724 -12.423 -14.146 -13.458 -14.413 -13.701 -14.052 -13.996 -13.646 -13.820 eV.
Frontier orbital gap, respectively: 5.6866 6.8967 8.5493 4.7462 8.7125 11.1956 10.4471 11.4755 6.5302 10.7138 11.1586 10.5412 4.7360 eV.